Record 1
This record from OMol25 describes 2 unconnected molecules or ions with the total composition C7H15N2S2. The level of theory is wB97M-V/def2-TZVPD.

The geometry in XYZ format:
```
26
C7H15N2S2 | OMol25 | wB97M-V/def2-TZVPD
C 3.083 -0.912 0.456
C -1.881 1.869 0.375
C 3.376 0.597 0.368
C -0.464 1.373 0.766
C 1.666 -0.355 -1.252
C -2.320 -0.284 -0.585
C -2.944 -1.600 -0.390
N 2.380 -1.336 -0.797
N -2.882 0.721 0.232
S 2.213 1.212 -0.961
S -0.420 -0.433 0.250
H 4.047 -1.405 0.688
H 2.335 -1.154 1.287
H -2.260 2.547 1.108
H -1.877 2.240 -0.697
H 2.884 1.114 1.273
H 4.455 0.679 0.009
H 0.409 1.867 0.466
H -0.546 1.311 1.842
H -2.210 0.214 -1.621
H -3.857 -1.396 0.145
H -2.188 -2.166 0.153
H -3.134 -2.142 -1.312
H 2.269 -2.253 -1.072
H -3.053 0.410 1.174
H 0.918 -0.716 -1.907
```

Its total energy is -32144.43267 eV. As for the net charge: +1. As for the multiplicity: 1. The value obtained for the lowest unoccupied orbital energy is -3.549 eV. The calculation puts the HOMO-LUMO gap at 8.7 eV.

---

Record 2
This record from OMol25 describes 2 unconnected molecules or ions with the total composition C5H14. The level of theory is wB97M-V/def2-TZVPD.

The geometry in XYZ format:
```
19
C5H14 | OMol25 | wB97M-V/def2-TZVPD
C -1.371 2.188 -0.634
C -0.168 1.324 -0.898
C 0.743 1.547 0.282
H -2.247 1.486 -0.703
H -1.539 2.930 -1.412
H -1.430 2.611 0.380
H -0.415 0.328 -1.015
H 0.223 1.581 -1.830
H 1.276 2.496 0.311
H 0.126 1.399 1.175
H 1.638 0.794 0.214
C 0.282 -2.472 1.284
C 0.511 -2.196 -0.208
H 0.216 -3.367 1.483
H 0.992 -1.984 2.041
H -0.869 -2.251 1.494
H 1.502 -1.669 -0.492
H -0.410 -1.650 -0.752
H 0.939 -3.096 -0.721
```

Its total energy is -5409.64110 eV. As for the net charge: 0. Its SMILES is CCC.CC. As for the multiplicity: 1. The value obtained for the lowest unoccupied orbital energy is 1.120 eV. The calculation puts the HOMO-LUMO gap at 12.1 eV.

---

Record 3
This record from OMol25 describes a molecular structure, C4H2NiO6. The level of theory is wB97M-V/def2-TZVPD.

The geometry in XYZ format:
```
13
C4H2NiO6 | OMol25 | wB97M-V/def2-TZVPD
O 3.961 0.682 0.259
C 3.415 -0.232 -0.249
O 3.498 -1.217 -0.861
Ni 5.927 1.237 0.251
O 1.037 -1.662 0.202
H 1.568 -3.589 -0.172
O -0.788 -4.197 -1.554
O -1.493 -2.402 -1.000
O -0.624 -2.539 -3.075
C 0.786 -2.804 -0.155
C -0.641 -3.307 -0.315
C -1.196 -3.067 -2.156
H -1.087 -3.771 0.573
```

Its total energy is -57494.44811 eV. As for the net charge: +1. As for the multiplicity: 4. The value obtained for the lowest unoccupied orbital energy (alpha / beta) is -5.468 / -8.326 eV. The calculation puts the HOMO-LUMO gap (alpha / beta) at 8.2 / 5.4 eV.